No. 1
# C28H39BN7

8 unconnected molecules or ions with the total composition C28H39BN7 at a distorted geometry (the ωB97M-V functional and the def2-TZVPD basis, the Open Molecules 2025 dataset).

Cartesian coordinates (Å):
B  0.338  -0.557  0.305
H  0.219  -1.782  0.279
H  1.479  -0.267  0.891
H  0.227  0.034  -0.756
H  -0.613  -0.103  0.959
N  -0.373  -5.070  0.269
C  -0.717  -4.899  -1.096
C  -0.676  -6.132  -1.901
C  0.032  -7.058  -0.904
C  0.051  -6.490  0.423
H  -0.308  -4.477  0.857
H  -1.216  -4.066  -1.420
H  -0.915  -6.175  -2.915
H  0.362  -8.086  -1.188
H  0.552  -6.737  1.318
N  0.256  2.872  0.016
C  -0.011  4.112  -0.669
C  -0.009  5.231  0.424
C  0.361  4.452  1.697
C  0.620  3.030  1.390
H  0.320  1.942  -0.296
H  -0.341  3.896  -1.776
H  -0.304  6.234  0.206
H  0.623  4.911  2.648
H  0.691  2.116  1.962
N  -3.997  1.329  -2.176
C  -4.723  0.511  -3.088
C  -3.788  -0.576  -3.255
C  -2.589  -0.557  -2.428
C  -2.734  0.767  -1.805
H  -4.359  2.486  -2.081
H  -5.703  0.954  -3.436
H  -3.816  -1.417  -3.961
H  -1.783  -1.350  -2.313
H  -2.112  1.321  -1.280
N  2.795  -1.245  -2.201
C  3.108  -1.432  -3.481
C  4.636  -1.412  -3.675
C  5.174  -0.924  -2.389
C  3.938  -0.986  -1.449
H  1.822  -1.194  -2.058
H  2.559  -1.612  -4.388
H  4.986  -1.566  -4.682
H  6.351  -0.587  -2.128
H  3.692  -1.033  -0.244
N  -0.849  -2.797  2.664
C  -2.039  -2.593  3.439
C  -1.933  -3.830  4.410
C  -0.688  -4.494  4.376
C  -0.013  -3.826  3.118
H  -0.484  -2.115  2.161
H  -2.749  -1.817  3.129
H  -2.890  -4.070  5.099
H  -0.243  -5.250  4.905
H  0.883  -3.726  2.944
N  -2.467  3.039  1.695
C  -3.241  4.093  2.238
C  -4.676  3.586  2.538
C  -4.548  2.080  2.092
C  -3.139  1.926  1.609
H  -1.499  3.185  1.246
H  -2.905  5.104  2.592
H  -5.421  4.123  2.926
H  -5.411  1.358  1.967
H  -2.785  1.039  1.229
N  3.148  3.680  -0.179
C  3.934  2.486  -0.178
C  5.354  2.840  -0.602
C  5.330  4.331  -0.915
C  3.859  4.818  -0.568
H  2.120  3.875  0.318
H  3.440  1.510  0.091
H  6.173  2.243  -0.665
H  6.137  4.838  -1.318
H  3.494  5.941  -0.603

Values from the calculation:
Net charge   -1
Kohn-Sham gap   7.61 eV

No. 2
# C3H5N3O2S

C3H5N3O2S in the gas phase at a distorted geometry (the ωB97M-V functional and the def2-TZVPD basis, the Open Molecules 2025 dataset).

Cartesian coordinates (Å):
C  0.000  0.103  -1.739
C  -1.271  0.259  -1.299
C  1.001  -0.354  -0.790
N  1.116  -0.347  0.446
N  -0.077  0.572  1.278
N  -0.361  0.208  2.584
O  -2.344  1.350  0.696
O  -1.804  -1.136  0.898
S  -1.526  0.212  0.450
H  0.325  0.131  -2.786
H  -2.218  0.631  -1.775
H  1.902  -0.720  -1.304
H  -0.867  -0.689  2.508
H  0.463  0.226  3.231

Values from the calculation:
SMILES string   NN1N=CC=CS1(=O)=O
Kohn-Sham gap   8.58 eV

No. 3
# C19H30Br2N4O3RuSi2

A molecular structure, C19H30Br2N4O3RuSi2 at a distorted geometry (the ωB97M-V functional and the def2-TZVPD basis, the Open Molecules 2025 dataset).

Cartesian coordinates (Å):
Ru  0.027  0.373  0.189
Br  -2.531  1.274  2.540
C  -1.448  2.708  1.957
C  -1.668  3.985  2.430
C  -0.830  4.991  1.967
C  0.181  4.694  1.071
C  0.327  3.388  0.661
N  -0.485  2.415  1.093
C  1.418  2.972  -0.293
O  1.983  3.832  -0.928
O  1.656  1.680  -0.362
H  -2.464  4.182  3.133
H  -0.972  6.007  2.316
H  0.858  5.443  0.683
Br  4.678  1.432  3.733
C  3.034  0.546  3.590
C  2.677  -0.445  4.484
C  1.442  -1.055  4.328
C  0.629  -0.662  3.286
N  0.983  0.292  2.418
C  2.172  0.888  2.567
H  3.348  -0.730  5.285
H  1.115  -1.831  5.009
H  -0.348  -1.109  3.143
H  2.443  1.642  1.843
N  0.721  1.605  -3.255
C  -0.518  1.822  -2.778
N  -1.434  2.343  -3.615
O  -0.883  1.508  -1.611
H  0.998  2.026  -4.125
H  1.454  1.467  -2.567
H  -1.208  2.637  -4.547
H  -2.369  2.476  -3.274
C  0.715  -4.294  -0.763
Si  1.041  -2.476  -0.597
C  1.665  -1.742  -2.183
C  2.351  -2.170  0.684
C  -0.604  -1.671  -0.100
Si  -2.107  -1.734  -1.258
C  -3.361  -0.463  -0.740
C  -2.852  -3.420  -1.034
C  -1.633  -1.503  -3.032
H  1.659  -4.843  -0.874
H  0.099  -4.493  -1.646
H  0.190  -4.682  0.116
H  2.643  -2.171  -2.425
H  1.800  -0.657  -2.097
H  0.992  -1.930  -3.023
H  3.265  -2.704  0.398
H  2.053  -2.513  1.679
H  2.616  -1.110  0.745
H  -0.928  -1.921  0.919
H  -3.802  -0.729  0.226
H  -4.170  -0.412  -1.478
H  -2.934  0.539  -0.665
H  -3.016  -3.655  0.022
H  -2.209  -4.194  -1.464
H  -3.823  -3.467  -1.547
H  -0.903  -0.701  -3.171
H  -2.525  -1.253  -3.618
H  -1.210  -2.425  -3.444

Values from the calculation:
Net charge   +1
Kohn-Sham gap (spin up / spin down)   8.14 / 7.18 eV
2S+1   6
Expectation value of S²   8.7573

No. 4
# C3H5NO3

A molecular structure, C3H5NO3 at a distorted geometry (the ωB97M-V functional and the def2-TZVPD basis, the Open Molecules 2025 dataset).

Cartesian coordinates (Å):
C  0.963  0.872  -0.521
C  -0.314  -1.011  0.708
C  0.240  0.473  0.866
N  -1.042  -1.215  -0.404
O  -0.220  1.405  -0.996
O  0.073  -1.857  1.465
O  0.588  0.973  1.915
H  -0.836  1.335  0.080
H  -1.174  -0.473  -1.078
H  -1.308  -2.158  -0.633
H  1.717  1.627  -0.283
H  1.311  0.029  -1.119

Values from the calculation:
Kohn-Sham gap   8.66 eV

No. 5
# C31H32CuN6O3S

A molecular structure, C31H32CuN6O3S at a distorted geometry (the ωB97M-V functional and the def2-TZVPD basis, the Open Molecules 2025 dataset).

Cartesian coordinates (Å):
Cu  2.345  1.081  -0.747
N  0.633  -0.523  -0.434
N  -0.560  0.196  -0.677
C  -0.500  1.635  -0.423
O  -1.596  2.166  -0.294
O  0.635  2.145  -0.390
H  0.617  -1.414  -0.922
H  0.835  -0.678  0.554
H  -1.419  -0.206  -0.295
C  -2.793  -0.354  4.590
C  -2.247  0.889  3.872
C  -2.750  0.845  2.427
C  -2.771  2.178  4.515
C  -0.726  0.872  3.958
C  -0.079  0.941  5.200
C  1.299  0.958  5.326
C  2.065  0.899  4.177
S  3.790  0.976  3.964
C  3.522  0.857  2.181
N  2.289  0.752  1.865
C  1.439  0.803  2.916
C  0.051  0.793  2.819
C  4.594  0.850  1.229
C  5.914  0.878  1.686
C  6.960  0.822  0.794
C  6.673  0.704  -0.559
C  5.359  0.690  -0.995
C  4.247  0.799  -0.148
H  -3.879  -0.389  4.528
H  -2.503  -0.378  5.637
H  -2.396  -1.248  4.113
H  -3.836  0.917  2.410
H  -2.473  -0.095  1.955
H  -2.353  1.659  1.827
H  -3.857  2.219  4.465
H  -2.372  3.033  3.975
H  -2.470  2.265  5.555
H  -0.667  1.010  6.102
H  1.768  1.033  6.298
H  -0.374  0.792  1.833
H  6.096  0.944  2.753
H  7.983  0.863  1.143
H  7.479  0.632  -1.280
H  5.185  0.588  -2.059
C  -5.485  -3.900  -0.788
C  -4.385  -3.183  -1.517
C  -3.061  -3.312  -1.123
C  -2.048  -2.668  -1.807
C  -2.335  -1.864  -2.909
N  -1.281  -1.222  -3.563
C  -1.301  -0.732  -4.835
O  -2.222  -0.869  -5.618
N  -0.137  -0.142  -5.282
C  0.978  0.426  -4.654
C  2.136  0.627  -5.417
C  3.222  1.256  -4.822
C  3.119  1.673  -3.510
N  2.027  1.469  -2.772
C  0.977  0.875  -3.340
C  -3.662  -1.731  -3.310
C  -4.665  -2.386  -2.621
H  -5.179  -4.160  0.224
H  -5.747  -4.822  -1.312
H  -6.379  -3.281  -0.738
H  -2.814  -3.928  -0.268
H  -1.023  -2.793  -1.486
H  -0.428  -1.115  -3.032
H  -0.170  0.006  -6.282
H  2.162  0.321  -6.452
H  4.124  1.443  -5.384
H  3.920  2.197  -3.011
H  0.097  0.807  -2.717
H  -3.903  -1.116  -4.160
H  -5.691  -2.272  -2.942

Values from the calculation:
Net charge   -1
Kohn-Sham gap   6.08 eV

No. 6
# CH11N7

A gas-phase ion, CH11N7 (charge +2) at a distorted geometry (the ωB97M-V functional and the def2-TZVPD basis, the Open Molecules 2025 dataset).

Cartesian coordinates (Å):
C  -0.320  -0.323  -0.559
N  -0.855  -2.405  -0.100
N  0.131  -1.761  -0.409
N  1.829  0.056  -1.269
N  -1.189  0.132  0.464
N  0.936  0.501  -0.433
N  -1.872  1.257  -0.051
N  1.464  0.120  1.190
H  -0.595  -0.118  -1.635
H  -0.576  -3.407  0.040
H  2.396  0.731  -1.622
H  1.784  -0.900  -1.623
H  -1.901  -0.627  0.574
H  -2.061  1.174  -1.057
H  -2.729  1.627  0.415
H  -1.105  2.019  -0.032
H  1.086  0.776  1.734
H  1.001  -0.852  1.374
H  2.565  0.034  1.212

Values from the calculation:
SMILES string   [H]/N=N/[C@@H](N[NH3+])N(N)[NH3+]
Net charge   +2
Kohn-Sham gap   10.17 eV

| no. | energy (eV) |
| --- | --- |
| 1 | -40758.8447 |
| 2 | -22587.6706 |
| 3 | -190711.2062 |
| 4 | -10821.6361 |
| 5 | -103227.9770 |
| 6 | -11623.8238 |